Model w:
DFT (ωB97M-V/def2-TZVPD) results for 3 unconnected molecules or ions with the total composition C5H16N2O.

Geometry (Å):
N (-1.3674, 0.7274, 0.6142)
C (-1.2039, 0.5690, -0.7641)
C (0.2751, 0.0107, -1.1853)
C (1.5510, 0.6038, -0.4502)
C (2.3886, -0.4876, 0.1766)
C (-0.5585, 1.5724, -1.5511)
N (-1.8764, -2.2362, 0.1772)
H (-1.8230, -1.3183, 0.6392)
H (-2.2454, 1.1755, 0.8025)
H (-1.9747, -0.0472, -1.2339)
H (0.2202, -0.9831, -0.7086)
H (0.5938, -0.2811, -2.1935)
H (1.1548, 1.2307, 0.3478)
H (2.1499, 1.2214, -1.1212)
H (2.5652, -1.3214, -0.5107)
H (3.3540, -0.0893, 0.4892)
H (1.8754, -0.8605, 1.0635)
H (-1.0093, 2.1109, -2.3858)
H (-0.0604, 2.2442, -0.8605)
H (-1.3407, -2.8769, 0.7549)
H (-2.8340, -2.5306, 0.2979)
H (-0.1371, 0.6493, 3.2825)
H (-0.1741, 0.4627, 1.7647)
O (0.4769, 0.4541, 2.5545)

Highest occupied orbital energy: -0.2721 Ha
2S+1: 1
Gap between HOMO and LUMO: 6.675 eV
Charge: 0

---

Model x:
DFT (ωB97M-V/def2-TZVPD) results for a molecular structure, C5H16N2O.

Geometry (Å):
C (3.1106, 1.5976, 0.3492)
C (1.6841, 1.8661, 0.7170)
N (0.6906, 0.4236, -0.0630)
C (-0.6200, 0.4753, 0.6136)
C (-1.6028, -0.5782, 0.0289)
N (-1.7758, -0.4116, -1.4398)
C (-2.6267, -1.5314, -1.8709)
H (3.2905, 1.6142, -0.7451)
H (3.7536, 2.4318, 0.6743)
H (3.5762, 0.6501, 0.5983)
H (1.3424, 1.9134, 1.7516)
H (1.4985, 2.8862, 0.3706)
H (0.9072, 1.4687, -0.1762)
H (-0.6400, 0.2215, 1.6663)
H (-1.1481, 1.4471, 0.4432)
H (-2.5519, -0.6571, 0.5331)
H (-0.9635, -1.4516, 0.1007)
H (-2.2970, 0.4427, -1.6084)
H (-3.5881, -1.5906, -1.2955)
H (-2.0810, -2.4565, -1.7136)
H (-2.8700, -1.4571, -2.9392)
H (1.0968, -0.8662, 0.7893)
H (1.2685, -1.5078, 2.2367)
O (0.9885, -1.7375, 1.3427)

Highest occupied orbital energy: -0.3229 Ha
2S+1: 1
Gap between HOMO and LUMO: 9.564 eV
Charge: 0

---

Model y:
DFT (ωB97M-V/def2-TZVPD) results for a molecular structure, C5H16N2O.

Geometry (Å):
C (-0.7314, -0.3711, 1.3213)
C (-2.2851, -0.0915, -0.5076)
C (-0.5373, 0.9621, 2.0290)
N (0.3853, -1.2661, 1.6660)
O (-1.9541, 0.5925, -1.5002)
H (-0.2502, 0.4774, -1.6178)
H (-1.6249, -0.8550, 1.7205)
H (1.2563, -0.9103, 1.2836)
H (0.2455, -2.1955, 1.2869)
H (-2.3577, -1.1900, -0.5831)
H (-2.8924, 0.3497, 0.2952)
H (0.3530, 1.4732, 1.6529)
H (-1.3901, 1.6188, 1.8560)
H (-0.4061, 0.8372, 3.1107)
C (1.1041, -1.0719, -1.6895)
C (1.5659, 1.2263, -0.9469)
N (0.5789, 0.1505, -1.0733)
H (-0.2081, -0.0858, -0.0445)
H (1.4528, -0.8831, -2.7095)
H (1.0767, 2.1102, -0.5434)
H (0.3113, -1.8176, -1.7187)
H (1.9364, -1.4581, -1.1008)
H (2.3651, 0.9221, -0.2693)
H (2.0059, 1.4758, -1.9174)

Highest occupied orbital energy: -0.2576 Ha
2S+1: 1
Gap between HOMO and LUMO: 7.751 eV
Charge: 0

---

Model z:
DFT (ωB97M-V/def2-TZVPD) results for 2 unconnected molecules or ions with the total composition C5H16N2O.

Geometry (Å):
C (-2.5666, -0.1536, -1.6791)
C (-1.9796, 0.7410, -0.5802)
C (-1.7041, 0.1612, 0.8353)
C (-0.7877, 1.0381, 1.7065)
C (0.5421, -0.7712, 3.2003)
N (0.5663, 0.3816, 2.1138)
N (-0.6360, 1.2015, -1.1212)
H (-2.1420, -1.1884, -1.6174)
H (-2.2726, 0.2198, -2.6759)
H (-3.5999, -0.3476, -1.4847)
H (-2.6414, 1.6230, -0.5107)
H (-2.7619, 0.1249, 1.3011)
H (-1.2976, -0.8202, 1.0177)
H (-0.3964, 1.9452, 1.2253)
H (-1.3153, 1.4994, 2.6668)
H (-0.3992, -1.3692, 3.2895)
H (1.5498, -1.2377, 3.1708)
H (0.7089, -0.1618, 4.1052)
H (0.9595, -0.0425, 1.1930)
H (-0.2977, 0.4177, -1.5790)
H (-0.6029, 1.9683, -1.8499)
H (6.0256, -2.4332, -3.1918)
H (4.8442, -2.5103, -4.0703)
O (5.3878, -1.8578, -3.6042)

Highest occupied orbital energy: -0.3132 Ha
SMILES: CNCC[C@H](C)N.O
2S+1: 1
Gap between HOMO and LUMO: 9.485 eV
Charge: 0

---

Compare the structures above. Which one is the least stable? model w is.